A cluster of 2 separate species, C2H10NS in total, computed with wB97M-V/def2-TZVPD.

Properties
* E_LUMO: -4.040 eV
* HOMO: -13.51 eV
* gap between HOMO and LUMO: 9.47 eV
* 2S+1: 1
* total charge: +1
* relative energy (zero: lowest compared OMol25 entry of this formula, charge and spin): 103.63 kJ/mol

Cartesian coordinates (Å):
N1 1.91394 2.06971 0.45682
H1 0.97813 1.56928 0.23488
H2 1.99565 2.98925 0.02687
H3 2.07765 1.87241 1.48990
H4 2.62620 1.62333 -0.09099
C1 -1.35295 -2.09629 -0.04664
C2 -1.09608 -0.61083 0.09035
S1 0.37926 -0.28891 -1.05970
H5 -0.40083 -2.72165 -0.12921
H6 -1.95625 -2.36102 -0.98600
H7 -2.04382 -2.47553 0.78897
H8 -2.02083 0.07105 -0.17470
H9 -0.69968 -0.28999 1.07559
H10 -0.40039 0.64921 -1.67614

A cluster of 4 separate species, C2H10O2S in total, computed with wB97M-V/def2-TZVPD.

Properties
* E_LUMO: -5.048 eV
* HOMO: -8.97 eV
* gap between HOMO and LUMO: 3.93 eV
* 2S+1: 1
* total charge: 0
* relative energy (zero: lowest compared OMol25 entry of this formula, charge and spin): 708.59 kJ/mol

Cartesian coordinates (Å):
C1 -0.30740 0.15079 -1.72992
C2 -0.49648 -0.24727 -0.28647
S1 -2.26611 -0.07950 0.01590
H1 -0.67800 -0.64934 -2.38568
H2 0.70626 0.48903 -1.97487
H3 -0.96328 1.03553 -1.90009
H4 0.06317 -1.20604 -0.11963
H5 0.03508 0.53579 0.26724
H6 -4.04801 0.46765 3.10249
H7 2.95770 0.85651 -0.90223
H8 -4.66748 0.63387 2.69537
O1 2.24787 0.23084 -0.78382
H9 2.93220 -0.76660 2.04055
H10 2.32143 -0.53216 0.50377
O2 2.16304 -0.91909 1.45738

A cluster of 3 separate species, C2H10O2S2 in total, computed with wB97M-V/def2-TZVPD.

Properties
* E_LUMO: 0.483 eV
* HOMO: -8.88 eV
* gap between HOMO and LUMO: 9.37 eV
* 2S+1: 1
* SMILES string: CCSS.O.O
* total charge: 0
* relative energy (zero: lowest compared OMol25 entry of this formula, charge and spin): 65.56 kJ/mol

Cartesian coordinates (Å):
C1 -1.84302 1.07356 1.52482
C2 -1.45028 -0.21936 0.82366
S1 -0.18362 -1.21363 1.68558
S2 -0.74101 -3.03137 0.99101
H1 -2.22684 0.85962 2.51895
H2 -1.00466 1.76771 1.68440
H3 -2.50641 1.68088 0.91086
H4 -2.38221 -0.75132 0.64280
H5 -1.03274 -0.04459 -0.17102
H6 0.12512 -3.12742 -0.03658
O1 0.50943 3.64986 -3.05813
H7 1.29056 3.71580 -2.49242
H8 0.77946 4.08501 -3.87771
O2 3.52495 2.35560 -3.11228
H9 3.51265 3.02831 -3.81337
H10 4.40026 1.98294 -3.19346

A cluster of 3 separate species, C2H10O3 in total, computed with wB97M-V/def2-TZVPD.

Properties
* E_LUMO: 0.303 eV
* HOMO: -9.49 eV
* gap between HOMO and LUMO: 9.79 eV
* 2S+1: 1
* SMILES string: CCO.O.O
* total charge: 0
* relative energy (zero: lowest compared OMol25 entry of this formula, charge and spin): 0.00 kJ/mol

Cartesian coordinates (Å):
C1 -19.35045 7.09800 -14.07729
C2 -20.40552 6.38366 -13.28820
O1 -21.68786 6.63045 -13.81689
H1 -19.46058 8.18303 -14.02260
H2 -19.28420 6.80521 -15.12731
H3 -18.35046 6.86538 -13.69508
H4 -20.32534 6.69556 -12.23183
H5 -20.14244 5.31398 -13.25419
H6 -22.26144 6.01261 -13.32614
O2 -22.87735 4.75806 -11.91462
H7 -22.99991 3.79962 -11.76989
H8 -22.73343 5.12678 -11.03690
O3 -23.52682 2.06186 -11.46576
H9 -22.89088 1.51133 -10.99369
H10 -24.12652 1.43890 -11.89078

A cluster of 4 separate species, C2H10O4 in total, computed with wB97M-V/def2-TZVPD.

Properties
* E_LUMO: 0.707 eV
* HOMO: -10.39 eV
* gap between HOMO and LUMO: 11.10 eV
* 2S+1: 1
* SMILES string: CC=O.O.O.O
* total charge: 0
* relative energy (zero: lowest compared OMol25 entry of this formula, charge and spin): 87.59 kJ/mol

Cartesian coordinates (Å):
C1 -1.30122 -0.27640 -1.03768
C2 -1.44964 1.15528 -1.34815
O1 -0.80018 1.56676 -2.30513
H1 -0.61580 -0.83532 -1.66760
H2 -0.99740 -0.43852 -0.00257
H3 -2.30337 -0.67095 -1.28948
H4 -2.08022 1.76923 -0.70791
O2 0.92989 2.38453 -0.19802
H5 0.23271 2.31869 -0.86245
H6 1.51392 2.96281 -0.69503
O3 1.35422 -0.73029 2.29814
H7 0.99507 -0.40245 1.46536
H8 2.29541 -0.56451 2.31732
O4 0.53665 -3.49472 1.61594
H9 0.33772 -3.99388 2.41831
H10 1.16525 -2.92920 2.07110

A cluster of 2 separate species, C2H10OSi2 in total, computed with wB97M-V/def2-TZVPD.

Properties
* E_LUMO: 0.225 eV
* HOMO: -7.95 eV
* gap between HOMO and LUMO: 8.18 eV
* 2S+1: 1
* SMILES string: C=[Si](C)O.[SiH4]
* total charge: 0
* relative energy (zero: lowest compared OMol25 entry of this formula, charge and spin): 249.76 kJ/mol

Cartesian coordinates (Å):
C1 1.18440 -2.25914 -0.42057
Si1 1.47044 -0.59426 0.18792
C2 1.16099 0.28491 1.88765
O1 1.23418 0.76893 -0.68219
H1 1.71758 -2.48600 -1.39312
H2 1.23207 -3.01308 0.37331
H3 2.02130 0.35453 2.50358
H4 0.78785 1.12673 1.41735
H5 0.50372 -0.42599 2.48546
H6 0.79310 0.92125 -1.55968
Si2 -2.48144 1.12181 -0.90402
H7 -4.06486 0.64104 -1.03960
H8 -1.38543 0.04235 -1.28267
H9 -2.16323 1.94515 -2.04549
H10 -2.01068 1.57176 0.47208

A structure of composition C2H11B2Cl3HfO2, computed with wB97M-V/def2-TZVPD.

Properties
* E_LUMO: 5.340 eV
* HOMO: -2.75 eV
* gap between HOMO and LUMO: 8.09 eV
* 2S+1: 1
* total charge: -2
* relative energy (zero: lowest compared OMol25 entry of this formula, charge and spin): 22.12 kJ/mol

Cartesian coordinates (Å):
Hf1 -18.25473 -0.52327 -7.28434
B1 -16.84511 -1.21118 -9.52473
H1 -16.19383 -2.16972 -9.60984
H2 -16.45611 -0.47846 -8.73491
H3 -16.75154 -0.67003 -10.54846
H4 -17.91142 -1.45784 -9.20063
B2 -20.31694 -1.83882 -7.72812
H5 -21.14547 -2.55548 -8.09533
H6 -20.45559 -0.78850 -8.15155
H7 -20.20782 -1.75505 -6.60077
H8 -19.28149 -2.16787 -8.06104
Cl1 -19.84603 0.81444 -5.46714
Cl2 -18.74068 1.55041 -8.96540
Cl3 -16.16656 0.78780 -6.26518
C1 -16.47904 -3.68504 -4.75689
C2 -17.07189 -2.67397 -5.69624
O1 -16.67763 -2.42738 -6.85980
O2 -18.10407 -2.01736 -5.36336
H9 -16.69319 -3.30231 -3.76108
H10 -15.39842 -3.80661 -4.85035
H11 -16.86870 -4.67385 -4.99896

A structure of composition C2H11CuN6, computed with wB97M-V/def2-TZVPD.

Properties
* E_LUMO (spin up / spin down): 3.575 / 3.552 eV
* HOMO (spin up / spin down): -0.13 / -2.31 eV
* ⟨S²⟩: 0.76
* gap between HOMO and LUMO (spin up / spin down): 3.70 / 5.86 eV
* 2S+1: 2
* total charge: -1
* relative energy (zero: lowest compared OMol25 entry of this formula, charge and spin): 158.80 kJ/mol

Cartesian coordinates (Å):
C1 2.92498 -0.78705 -0.29374
Cu1 1.00411 -0.59503 -0.68579
N1 0.93665 1.11664 -2.07306
H1 1.71866 -0.98034 0.66936
H2 0.63454 -1.94738 -1.08481
H3 3.13506 -1.72353 0.06522
H4 3.55813 -0.03942 0.07198
H5 3.07801 -0.83322 -1.40144
H6 0.64885 2.01679 -1.68271
H7 0.20648 0.80036 -2.72992
H8 1.80181 1.25310 -2.60491
N2 -2.84155 1.14631 2.60481
N3 -2.18478 0.29255 1.70111
N4 -2.89418 -0.23568 0.65115
C2 -1.92928 -0.60926 -0.14587
N5 -0.71646 -0.24893 0.30619
N6 -0.88177 0.41035 1.48720
H9 -2.29474 1.23351 3.45911
H10 -3.77759 0.86824 2.76057
H11 -2.12692 -1.13802 -1.07443

A cluster of 2 separate species, C2H11N2O in total, computed with wB97M-V/def2-TZVPD.

Properties
* E_LUMO: -3.011 eV
* HOMO: -14.43 eV
* gap between HOMO and LUMO: 11.42 eV
* 2S+1: 1
* total charge: +1
* relative energy (zero: lowest compared OMol25 entry of this formula, charge and spin): 53.65 kJ/mol

Cartesian coordinates (Å):
C1 -2.05079 -0.65360 -0.70104
N1 -1.20442 0.51591 -0.38553
H1 -1.50283 -1.59177 -0.65460
H2 -2.43969 -0.54603 -1.71077
H3 -2.90261 -0.75850 -0.03290
H4 -1.81090 1.33714 -0.37121
H5 -0.80000 0.51060 0.56252
H6 -0.39178 0.56138 -1.03979
N2 1.50458 0.35308 -0.58376
C2 1.71436 -0.22523 0.74528
O1 0.70128 0.27142 1.59719
H7 2.20548 -0.08763 -1.15605
H8 1.66874 1.35397 -0.52157
H9 2.73768 -0.03992 1.09283
H10 1.56174 -1.30364 0.67410
H11 1.00916 0.30283 2.48528

A cluster of 3 separate species, C2H11N2O2 in total, computed with wB97M-V/def2-TZVPD.

Properties
* E_LUMO: -3.240 eV
* HOMO: -11.92 eV
* gap between HOMO and LUMO: 8.68 eV
* 2S+1: 1
* total charge: +1
* relative energy (zero: lowest compared OMol25 entry of this formula, charge and spin): 252.98 kJ/mol

Cartesian coordinates (Å):
C1 0.01001 0.52716 -0.66128
C2 1.23477 1.00202 -0.26131
N1 2.36667 1.45573 -0.96840
N2 -0.63802 -0.37753 0.05139
H1 -0.41120 0.70070 -1.67996
H2 1.54407 0.67042 0.75954
H3 2.76904 0.67828 -1.51351
H4 2.15177 2.27495 -1.56543
H5 3.01991 2.02630 -0.41697
H6 -0.41076 -0.48721 1.08890
H7 -1.64705 -0.41219 -0.17858
H8 0.52930 -1.84098 2.53247
H9 -0.80319 -1.11227 3.07578
O1 0.02178 -1.00958 2.53761
H10 -2.76497 -1.97302 -0.87933
H11 -3.99773 -1.02519 -1.01935
O2 -2.97438 -1.09755 -0.90157

A cluster of 3 separate species, C2H11N2O2 in total, computed with wB97M-V/def2-TZVPD.

Properties
* E_LUMO: -3.376 eV
* HOMO: -13.94 eV
* gap between HOMO and LUMO: 10.56 eV
* 2S+1: 1
* total charge: +1
* relative energy (zero: lowest compared OMol25 entry of this formula, charge and spin): 95.62 kJ/mol

Cartesian coordinates (Å):
C1 -1.06870 -1.00901 1.40851
N1 1.35579 0.83387 -0.65632
C2 0.58118 -0.10105 -0.13591
N2 -0.28144 0.07583 0.81951
H1 -1.65604 -1.54771 0.67266
H2 -1.73456 -0.73346 2.22357
H3 -0.39594 -1.75764 1.87796
H4 1.51148 1.64003 -0.06535
H5 2.20305 0.47028 -1.06408
H6 0.60432 -1.09491 -0.57640
H7 -0.38991 0.96338 1.28973
H8 3.65369 -0.21373 0.97794
H9 3.27517 0.33826 2.30045
O1 2.86776 -0.00365 1.48553
H10 -4.27096 0.95530 -3.39605
H11 -2.87439 0.45634 -3.96711
O2 -3.38050 0.72788 -3.19465

A cluster of 3 separate species, C2H11N2O2 in total, computed with wB97M-V/def2-TZVPD.

Properties
* E_LUMO: -2.799 eV
* HOMO: -14.58 eV
* gap between HOMO and LUMO: 11.78 eV
* 2S+1: 1
* total charge: +1
* relative energy (zero: lowest compared OMol25 entry of this formula, charge and spin): 43.82 kJ/mol

Cartesian coordinates (Å):
C1 1.50836 0.48643 0.62696
N1 -1.81116 -0.47441 -0.50783
C2 -0.80551 0.20372 -0.00989
N2 0.27533 -0.31838 0.49130
H1 1.24854 1.36993 0.02455
H2 1.86309 0.84406 1.59945
H3 2.32704 -0.05506 0.14962
H4 -1.77320 -1.47924 -0.59637
H5 -2.66061 -0.03967 -0.82520
H6 -0.97118 1.27269 0.02187
H7 0.29769 -1.33619 0.52228
H8 1.57649 3.25426 -1.75769
H9 0.27325 3.65957 -0.96994
O1 0.83091 2.92572 -1.26235
H10 -1.44340 -3.41598 1.16172
H11 -0.07546 -3.82961 0.59052
O2 -0.66018 -3.06784 0.74099